47
Properties=species:S:1:pos:R:3 method="wB97M-V/def2-TZVPD" smiles="CCB(O)N(N=C=O)C1=[N+](CC(=O)Br)[C@](CC(=O)OC(C)=O)(P(N)O)OCN1" total_charge=+1 molar_mass_da=483.0 energy_ev=-116577.4107 homo_lumo_gap_ev=6.4373 homo_ev=-11.54
C 3.7166 0.9279 2.1389
C 3.5074 0.3021 0.6360
B 3.0609 1.5377 -0.3130
O 3.6587 2.8512 -0.0373
N 2.1145 1.4691 -1.5050
N 2.7048 1.7782 -2.7532
C 2.4898 3.0551 -3.0324
O 2.1676 4.2674 -3.1186
C 0.8194 1.1436 -1.4109
N 0.1745 0.7620 -0.1002
C -0.4042 2.0482 0.3878
C -0.8195 2.0848 1.9439
O -1.5633 1.2711 2.5537
Br -0.1103 3.6044 3.0689
C -0.7833 -0.3340 -0.3875
C -2.3460 0.0175 -0.4653
C -3.2893 -1.1710 -1.0514
O -3.4092 -1.2349 -2.3121
O -4.0440 -2.0985 -0.2556
C -3.6444 -3.4683 -0.4527
C -3.3702 -4.3397 0.8998
O -3.5311 -4.0817 -1.5506
P -0.6014 -1.6115 1.0685
N 0.7430 -1.1022 2.1412
O -2.1017 -1.6645 1.9708
O -0.4679 -1.1502 -1.5651
C -0.3760 -0.3657 -2.7689
N -0.1446 1.1076 -2.5576
H 3.0839 1.8954 2.3035
H 4.8181 1.2745 2.2105
H 3.4004 0.2046 2.9737
H 2.7413 -0.5535 0.6032
H 4.5263 -0.1730 0.3165
H 4.5797 2.8666 -0.4282
H -1.2277 2.5098 -0.3013
H 0.4672 2.8262 0.3022
H -2.4692 0.8975 -1.2210
H -2.8423 0.3680 0.5091
H -2.2652 -4.6326 0.9830
H -3.7744 -3.7380 1.7982
H -4.0677 -5.2704 0.8138
H 0.5111 -0.2292 2.6470
H 0.8051 -1.8215 2.9015
H -1.9907 -2.3814 2.6537
H 0.5676 -0.7566 -3.3390
H -1.2472 -0.4761 -3.5085
H 0.2328 1.5842 -3.3899

=====

44
Properties=species:S:1:pos:R:3 method="wB97M-V/def2-TZVPD" molar_mass_da=679.7 energy_ev=-306204.3039 relative_energy_kcal_mol=0.0 homo_lumo_gap_ev=9.8083 homo_ev=-10.20
O 0.3888 -2.8616 5.7086
C 1.2729 -2.2866 5.1636
O 2.5549 -2.3180 5.5877
C 3.4440 -1.6868 4.6404
C 2.5246 -0.7543 3.8608
C 1.1727 -1.4304 3.9133
H 3.8766 -2.4664 4.0094
H 4.2151 -1.1984 5.2267
H 2.8273 -0.5420 2.8343
H 2.5504 0.1958 4.3986
H 0.9140 -2.0775 3.0763
H 0.3195 -0.7638 4.0314
O -1.1392 1.5751 -0.9616
C -0.1750 2.2085 -1.3070
O -0.0106 3.4997 -1.0674
C 1.1660 4.0236 -1.6999
C 2.0383 2.7761 -1.9132
C 0.9875 1.6824 -2.1464
H 1.6248 4.7166 -0.9996
H 0.9382 4.5371 -2.6336
H 2.5389 2.5580 -0.9694
H 2.7406 2.8215 -2.7421
H 1.3322 0.6964 -1.8505
H 0.6425 1.6541 -3.1826
C 1.5254 -2.6178 -2.5433
Cl 2.4600 -3.6387 -3.6654
Cl 2.6331 -1.8293 -1.4040
H 1.0151 -1.8432 -3.0993
H 0.8293 -3.2408 -1.9973
C -4.1121 2.4799 0.7008
Cl -5.8867 2.5286 0.8936
Cl -3.3618 4.0577 0.4647
H -3.6850 2.0811 1.6125
H -3.8096 1.8814 -0.1469
C -3.3843 -1.4956 -4.0142
Cl -1.6612 -1.0724 -4.0337
Cl -4.3337 -0.5950 -5.2205
H -3.4578 -2.5492 -4.2454
H -3.7889 -1.2183 -3.0499
C -1.9192 -1.4333 -0.3686
Br -3.5428 -0.8920 0.6260
Br -2.1093 -3.2011 -1.1888
Br -0.4000 -1.3128 0.8010
H -1.7554 -0.6481 -1.0989

=====

40
Properties=species:S:1:pos:R:3 method="wB97M-V/def2-TZVPD" total_charge=+3 molar_mass_da=556.6 multiplicity=4 energy_ev=-74474.8570 relative_energy_kcal_mol=22.5 homo_lumo_gap_ev="6.3633 / 5.0542" homo_ev="-18.50 / -18.11"
Re -0.0890 -0.0916 1.4273
C 3.3982 -0.2068 0.7511
C 2.5530 -1.3605 0.3472
N 1.2304 -1.3901 0.4333
C 0.6686 -2.5740 -0.0432
C 1.5977 -3.4611 -0.4688
S 3.1730 -2.8134 -0.3020
C -0.7780 -2.5402 -0.1459
C -1.6670 -3.3844 -0.7183
S -3.2212 -2.6756 -0.7725
C -2.6373 -1.2506 -0.0244
N -1.3457 -1.3318 0.2580
C -3.4869 -0.0528 0.1970
H 2.7755 0.6573 0.9875
H 4.0754 0.0678 -0.0592
H 4.0265 -0.4514 1.6101
H 1.4229 -4.4456 -0.8756
H -1.4784 -4.3698 -1.1170
H -4.4392 -0.3121 0.6600
H -3.7202 0.4039 -0.7681
H -2.9753 0.6894 0.8109
Cl 0.3613 1.1371 3.3389
C 0.3245 -0.3088 4.3970
Cl -0.0925 -1.6160 3.2551
H -0.4439 -0.2045 5.1609
H 1.3050 -0.4801 4.8362
C -0.2916 4.1529 1.4346
Si 0.0319 3.0928 -0.1748
C 1.7323 3.5594 -0.8279
C -1.4023 3.4865 -1.3470
O -0.0465 1.5468 0.3125
H -0.4147 5.1823 1.0956
H 0.5822 4.0766 2.0838
H -1.1980 3.8104 1.9343
H 1.7504 4.6328 -1.0227
H 1.9335 3.0356 -1.7643
H 2.5179 3.3275 -0.1068
H -1.4005 4.5595 -1.5432
H -2.3599 3.2053 -0.9086
H -1.2499 2.9500 -2.2852

=====

Please write out number 3 again, unchanged.
40
Properties=species:S:1:pos:R:3 method="wB97M-V/def2-TZVPD" total_charge=+3 molar_mass_da=556.6 multiplicity=4 energy_ev=-74474.8570 relative_energy_kcal_mol=22.5 homo_lumo_gap_ev="6.3633 / 5.0542" homo_ev="-18.50 / -18.11"
Re -0.0890 -0.0916 1.4273
C 3.3982 -0.2068 0.7511
C 2.5530 -1.3605 0.3472
N 1.2304 -1.3901 0.4333
C 0.6686 -2.5740 -0.0432
C 1.5977 -3.4611 -0.4688
S 3.1730 -2.8134 -0.3020
C -0.7780 -2.5402 -0.1459
C -1.6670 -3.3844 -0.7183
S -3.2212 -2.6756 -0.7725
C -2.6373 -1.2506 -0.0244
N -1.3457 -1.3318 0.2580
C -3.4869 -0.0528 0.1970
H 2.7755 0.6573 0.9875
H 4.0754 0.0678 -0.0592
H 4.0265 -0.4514 1.6101
H 1.4229 -4.4456 -0.8756
H -1.4784 -4.3698 -1.1170
H -4.4392 -0.3121 0.6600
H -3.7202 0.4039 -0.7681
H -2.9753 0.6894 0.8109
Cl 0.3613 1.1371 3.3389
C 0.3245 -0.3088 4.3970
Cl -0.0925 -1.6160 3.2551
H -0.4439 -0.2045 5.1609
H 1.3050 -0.4801 4.8362
C -0.2916 4.1529 1.4346
Si 0.0319 3.0928 -0.1748
C 1.7323 3.5594 -0.8279
C -1.4023 3.4865 -1.3470
O -0.0465 1.5468 0.3125
H -0.4147 5.1823 1.0956
H 0.5822 4.0766 2.0838
H -1.1980 3.8104 1.9343
H 1.7504 4.6328 -1.0227
H 1.9335 3.0356 -1.7643
H 2.5179 3.3275 -0.1068
H -1.4005 4.5595 -1.5432
H -2.3599 3.2053 -0.9086
H -1.2499 2.9500 -2.2852